No. 1
Below is 15 unconnected molecules or ions with the total composition C60H105N15 in a non-equilibrium geometry, with properties calculated with the ωB97M-V functional and the def2-TZVPD basis.

Properties
ΔE to the lowest compared entry with this formula, charge and spin in kcal per mole: 97.3
HOMO energy in eV: -10.77
Maximum force in eV/Å: 4.571
HOMO-LUMO gap in eV: 11.2

Last column: Mulliken charge in e.
Cartesian coordinates (Å):
C (3.026, 1.545, 0.739)  0.15
C (4.126, 2.532, 1.018)  -0.28
C (3.670, 3.977, 0.763)  -0.70
C (2.361, 4.321, 1.441)  0.24
N (1.435, 4.567, 2.041)  -0.43
H (2.572, 1.764, -0.253)  0.05
H (2.320, 1.699, 1.590)  -0.26
H (3.370, 0.483, 0.806)  0.08
H (4.995, 2.255, 0.356)  0.35
H (4.474, 2.389, 2.043)  0.02
H (3.559, 4.159, -0.252)  0.16
H (4.376, 4.634, 1.220)  0.53
C (0.396, 0.731, -8.811)  -1.33
C (0.575, 1.625, -7.614)  -0.38
C (0.747, 0.849, -6.245)  0.75
C (-0.606, 0.504, -5.817)  -0.05
N (-1.670, 0.354, -5.419)  -0.42
H (-0.590, 0.349, -8.726)  0.34
H (1.192, -0.050, -8.868)  0.32
H (0.541, 1.271, -9.736)  0.40
H (-0.376, 2.229, -7.497)  0.27
H (1.427, 2.371, -7.610)  0.26
H (1.260, 1.486, -5.529)  -0.29
H (1.223, -0.095, -6.416)  0.02
C (7.319, -3.509, 1.351)  -1.39
C (6.054, -3.873, 2.110)  -0.51
C (5.721, -2.864, 3.217)  0.17
C (5.675, -1.524, 2.637)  0.37
N (5.678, -0.509, 2.098)  -0.46
H (7.261, -2.536, 0.813)  0.29
H (7.483, -4.330, 0.665)  0.40
H (8.158, -3.518, 1.995)  0.41
H (6.186, -4.851, 2.556)  0.42
H (5.216, -3.996, 1.425)  0.27
H (6.477, -2.936, 4.001)  0.35
H (4.745, -3.144, 3.599)  -0.33
C (3.721, 4.115, -4.921)  -0.95
C (2.435, 4.813, -5.266)  -0.63
C (1.296, 4.588, -4.227)  0.89
C (1.605, 5.315, -3.000)  0.08
N (1.881, 5.770, -1.995)  -0.57
H (4.105, 4.410, -3.997)  0.39
H (4.434, 4.351, -5.676)  0.43
H (3.536, 3.010, -4.926)  -0.03
H (2.098, 4.468, -6.251)  0.31
H (2.642, 5.891, -5.347)  0.40
H (1.171, 3.503, -4.004)  -0.59
H (0.332, 4.875, -4.702)  0.38
C (0.452, -4.275, -2.160)  -0.53
C (0.305, -3.675, -3.546)  0.42
C (-1.190, -3.359, -3.728)  0.78
C (-2.122, -4.535, -3.695)  0.00
N (-2.953, -5.344, -3.746)  -0.63
H (0.558, -5.363, -2.176)  0.45
H (-0.474, -4.068, -1.604)  -0.33
H (1.213, -3.882, -1.495)  0.34
H (0.769, -4.261, -4.422)  0.46
H (0.841, -2.728, -3.675)  -0.67
H (-1.448, -2.773, -4.634)  0.56
H (-1.580, -2.782, -2.939)  -0.86
C (-0.815, 4.313, 5.578)  -1.32
C (-1.942, 4.028, 4.524)  -0.67
C (-1.408, 3.323, 3.214)  2.00
C (-0.787, 2.111, 3.593)  0.12
N (-0.475, 1.087, 4.037)  -0.76
H (-0.308, 3.377, 5.744)  0.24
H (-1.217, 4.687, 6.500)  0.43
H (-0.237, 5.043, 5.030)  0.35
H (-2.614, 4.835, 4.140)  0.45
H (-2.576, 3.315, 5.029)  0.38
H (-0.714, 3.899, 2.520)  -0.28
H (-2.294, 3.076, 2.622)  -0.79
C (-0.702, -5.847, 3.806)  -1.04
C (0.393, -5.153, 4.625)  -0.68
C (1.600, -4.760, 3.773)  0.05
C (1.363, -4.395, 2.373)  0.39
N (1.113, -4.226, 1.251)  -0.46
H (-1.402, -6.320, 4.468)  0.50
H (-0.239, -6.657, 3.126)  0.29
H (-1.165, -5.219, 3.123)  0.11
H (0.722, -5.690, 5.499)  0.42
H (0.016, -4.211, 4.980)  0.26
H (2.316, -5.568, 3.813)  0.42
H (2.056, -3.893, 4.200)  -0.21
C (-1.629, 4.844, -0.749)  0.04
C (-1.249, 6.255, -0.319)  -0.43
C (-2.508, 7.131, 0.143)  -0.91
C (-3.145, 6.385, 1.277)  0.37
N (-3.595, 5.874, 2.173)  -0.43
H (-0.800, 4.206, -1.130)  -0.43
H (-2.357, 4.806, -1.548)  0.49
H (-2.113, 4.345, 0.082)  -0.21
H (-0.717, 6.761, -1.070)  0.51
H (-0.538, 6.278, 0.524)  0.14
H (-3.161, 7.208, -0.725)  0.31
H (-2.149, 8.074, 0.378)  0.46
C (-4.111, 1.275, -3.194)  -1.58
C (-3.790, -0.188, -2.934)  1.57
C (-5.150, -0.987, -2.826)  -0.70
C (-6.031, -0.491, -1.814)  0.31
N (-6.717, -0.080, -1.024)  -0.52
H (-4.823, 1.625, -2.500)  0.46
H (-4.520, 1.436, -4.248)  0.31
H (-3.279, 1.945, -3.150)  0.31
H (-3.208, -0.329, -2.018)  -0.99
H (-3.243, -0.562, -3.793)  0.15
H (-5.079, -2.070, -2.697)  0.25
H (-5.706, -1.065, -3.776)  0.43
C (-1.843, -6.841, 0.741)  -0.75
C (-2.603, -7.071, -0.567)  -0.53
C (-3.802, -6.053, -0.704)  -0.91
C (-3.475, -4.625, -0.740)  0.04
N (-3.167, -3.510, -0.899)  -0.02
H (-1.073, -6.042, 0.556)  0.04
H (-1.352, -7.762, 1.091)  0.42
H (-2.637, -6.609, 1.479)  0.27
H (-3.107, -8.106, -0.468)  0.30
H (-1.952, -7.013, -1.451)  0.33
H (-4.497, -6.184, 0.150)  0.45
H (-4.348, -6.260, -1.652)  0.42
C (4.374, 1.907, 5.738)  -1.45
C (2.985, 1.616, 5.269)  -0.32
C (2.917, 0.466, 4.223)  2.04
C (3.137, -0.846, 4.801)  0.12
N (3.243, -1.918, 5.202)  -0.67
H (4.397, 2.706, 6.494)  0.40
H (4.940, 2.353, 4.870)  0.27
H (4.852, 1.035, 6.126)  0.39
H (2.745, 2.618, 4.801)  0.16
H (2.450, 1.369, 6.195)  0.40
H (3.754, 0.674, 3.567)  -0.74
H (1.918, 0.486, 3.715)  -0.66
C (4.458, -1.821, -1.567)  -0.91
C (4.549, -0.606, -2.545)  -0.73
C (3.363, -0.367, -3.426)  1.53
C (3.101, -1.291, -4.568)  0.06
N (2.814, -1.993, -5.428)  -0.66
H (5.391, -2.140, -1.120)  0.21
H (4.082, -2.679, -2.096)  0.44
H (3.736, -1.708, -0.685)  0.15
H (5.401, -0.742, -3.258)  0.31
H (4.683, 0.306, -2.030)  0.39
H (3.534, 0.579, -3.939)  -0.28
H (2.391, -0.299, -2.947)  -0.46
C (-5.450, 2.612, 3.619)  -0.89
C (-6.237, 2.098, 2.409)  -0.41
C (-5.620, 2.675, 1.121)  -0.69
C (-4.366, 1.906, 0.918)  -0.19
N (-3.374, 1.385, 0.710)  -0.04
H (-5.807, 2.200, 4.549)  0.45
H (-5.458, 3.675, 3.528)  0.35
H (-4.435, 2.309, 3.520)  -0.01
H (-7.305, 2.336, 2.516)  0.42
H (-6.165, 0.959, 2.378)  0.14
H (-5.262, 3.757, 1.201)  0.19
H (-6.239, 2.536, 0.299)  0.51
C (-0.578, -1.100, -0.709)  -0.06
C (-0.161, 0.005, 0.292)  0.32
C (-0.400, 1.455, -0.140)  2.25
C (0.289, 1.741, -1.402)  -1.43
N (0.717, 1.907, -2.447)  -0.13
H (-0.564, -2.100, -0.239)  0.28
H (0.027, -1.067, -1.581)  -0.03
H (-1.575, -0.947, -1.067)  -0.26
H (0.898, -0.067, 0.579)  -0.10
H (-0.779, -0.073, 1.221)  -0.26
H (0.059, 2.057, 0.583)  -0.07
H (-1.447, 1.718, -0.229)  -0.29
C (-2.404, -2.388, 3.717)  -1.36
C (-3.416, -1.367, 3.085)  0.20
C (-3.905, -1.897, 1.746)  1.18
C (-4.689, -3.127, 1.915)  -0.06
N (-5.180, -4.169, 2.069)  -0.71
H (-2.857, -3.359, 3.758)  0.56
H (-2.367, -2.074, 4.791)  0.41
H (-1.359, -2.318, 3.312)  0.17
H (-3.069, -0.327, 2.853)  -0.36
H (-4.309, -1.347, 3.694)  0.54
H (-3.097, -2.234, 1.095)  -0.77
H (-4.537, -1.254, 1.220)  0.11

=====

No. 2
Below is 2 unconnected molecules or ions with the total composition C4H10O3 in a non-equilibrium geometry, with properties calculated with the ωB97M-V functional and the def2-TZVPD basis.

Properties
ΔE to the lowest compared entry with this formula, charge and spin in kcal per mole: 60.0
HOMO energy (alpha / beta) in eV: -14.34 / -14.33
Maximum force in eV/Å: 3.559
<S²>: 0.758
Multiplicity: 2
Charge: +1
HOMO-LUMO gap (alpha / beta) in eV: 8.9 / 4.4

Last column: natural (NBO) charge in e.
Cartesian coordinates (Å):
O (1.454, 1.885, 1.262)  -0.28
C (0.696, 2.380, 0.457)  0.45
C (-0.129, 1.586, -0.526)  -0.48
C (-0.015, 0.072, -0.161)  0.09
C (-1.261, -0.469, -1.031)  -0.63
O (-0.269, -0.215, 1.193)  -0.55
H (0.644, 3.550, 0.364)  0.30
H (-1.071, 2.037, -0.284)  0.28
H (0.283, 1.734, -1.596)  0.32
H (1.068, -0.489, -0.492)  0.24
H (-2.341, -0.188, -0.571)  0.26
H (-1.152, -0.333, -2.079)  0.24
H (-1.262, -1.526, -0.956)  0.26
H (0.569, 0.093, 1.599)  0.50
H (0.634, -3.283, 0.235)  0.45
H (1.173, -3.031, 1.598)  0.46
O (0.979, -3.803, 0.989)  -0.90

=====

Among the records above, which one has the highest ΔE to the lowest compared entry with this formula, charge and spin?
C60H105N15

=====

Number 1 is which compound?
C60H105N15